Entry 1:
The following is a quantum chemistry calculation of a cluster of 2 separate species, C9H13BrFNO2SSi in total, from the Open Molecules 2025 dataset.

Each line ends with the natural charge from an NBO analysis.
Geometry (Å):
F (-0.06, -4.52, -0.16)  -0.641
Si (-0.25, -2.95, -0.07)  1.614
Br (0.87, -2.06, 1.63)  -0.325
C (-2.06, -2.55, 0.05)  -0.491
C (-2.51, -1.25, 0.05)  -0.224
C (-3.86, -1.04, 0.11)  0.027
N (-4.80, -1.97, 0.17)  -0.393
C (-4.36, -3.22, 0.20)  0.031
C (-3.03, -3.51, 0.15)  -0.236
H (0.28, -2.39, -1.31)  -0.199
H (-1.82, -0.42, 0.01)  0.235
H (-4.20, -0.01, 0.11)  0.189
H (-5.08, -4.03, 0.26)  0.194
H (-2.73, -4.55, 0.18)  0.217
C (2.47, 3.58, -0.15)  -0.406
C (3.53, 2.48, 0.00)  -0.402
C (2.83, 1.23, 0.54)  -0.679
S (1.12, 1.33, -0.02)  2.173
O (0.26, 1.48, 1.12)  -0.942
O (0.88, 0.31, -1.02)  -0.951
C (1.28, 2.91, -0.84)  -0.673
H (2.84, 4.43, -0.72)  0.227
H (2.17, 3.94, 0.84)  0.216
H (3.97, 2.26, -0.98)  0.210
H (4.34, 2.79, 0.66)  0.227
H (3.27, 0.31, 0.16)  0.257
H (2.81, 1.21, 1.63)  0.250
H (0.35, 3.47, -0.73)  0.256
H (1.49, 2.73, -1.89)  0.240

- M (g/mol) = 326.263
- LUMO (eV) = 0.448
- DFT total energy (eV) = -106604.480
- HOMO (eV) = -9.8
- energy relative to the best compared isomer or geometry (same formula, charge and spin) (eV) = 0.154
- SMILES = F[Si@H](Br)c1ccncc1.O=S1(=O)CCCC1

***

Entry 2:
The following is a quantum chemistry calculation of a cluster of 2 separate species, C18H23N2 in total, from the Open Molecules 2025 dataset.

Each line ends with the natural charge from an NBO analysis.
Geometry (Å):
C (-1.33, -3.13, 0.98)  -0.676
C (-0.19, -2.46, 1.69)  0.146
N (0.11, -1.16, 1.27)  -0.284
C (1.40, -0.62, 1.12)  0.178
C (2.63, -1.27, 1.09)  -0.219
C (3.77, -0.48, 0.87)  -0.191
C (3.67, 0.91, 0.70)  -0.170
C (2.43, 1.55, 0.70)  -0.163
C (1.29, 0.77, 0.87)  -0.058
C (-0.11, 1.08, 0.82)  -0.065
C (-0.83, -0.14, 1.01)  0.169
C (-2.21, -0.16, 0.96)  -0.209
C (-2.88, 1.06, 0.81)  -0.196
C (-2.18, 2.27, 0.68)  -0.165
C (-0.78, 2.29, 0.67)  -0.163
H (-1.05, -4.18, 0.88)  0.261
H (-2.26, -3.10, 1.56)  0.244
H (-1.55, -2.71, -0.01)  0.263
H (0.72, -3.07, 1.75)  0.247
H (2.68, -2.35, 1.23)  0.221
H (4.76, -0.95, 0.83)  0.240
H (4.59, 1.49, 0.56)  0.239
H (2.32, 2.63, 0.56)  0.235
H (-2.73, -1.11, 1.04)  0.221
H (-3.97, 1.07, 0.79)  0.239
H (-2.74, 3.20, 0.58)  0.238
H (-0.21, 3.21, 0.56)  0.234
C (-1.68, -3.29, 6.21)  -0.611
C (-0.69, -3.31, 5.05)  0.084
C (0.64, -2.78, 5.55)  -0.610
C (-0.54, -4.76, 4.60)  -0.618
N (-1.14, -2.39, 3.99)  -0.668
H (-2.65, -3.73, 5.94)  0.212
H (-1.28, -3.87, 7.05)  0.233
H (-1.85, -2.27, 6.56)  0.228
H (1.38, -2.74, 4.74)  0.196
H (0.51, -1.76, 5.92)  0.226
H (1.03, -3.41, 6.36)  0.225
H (0.07, -4.83, 3.69)  0.191
H (-0.07, -5.36, 5.38)  0.233
H (-1.52, -5.21, 4.38)  0.213
H (-0.51, -2.38, 3.11)  0.289
H (-2.08, -2.69, 3.71)  0.360

- M (g/mol) = 267.396
- LUMO (eV) = -5.588
- DFT total energy (eV) = -22011.734
- HOMO (eV) = -11.8
- energy relative to the best compared isomer or geometry (same formula, charge and spin) (eV) = 1.532
- charge = +1

***

Entry 3:
The following is a quantum chemistry calculation of the ion C5H10N3 with charge +1, from the Open Molecules 2025 dataset.

Each line ends with the natural charge from an NBO analysis.
Geometry (Å):
C (-2.11, -0.23, 1.26)  0.395
C (-0.27, -0.02, -0.56)  0.271
C (-0.21, 0.69, 2.45)  -0.261
C (0.70, -0.21, 1.59)  -0.193
C (0.58, -0.25, -2.93)  -0.468
N (-1.51, 0.28, 2.15)  -0.272
N (0.81, 0.05, 0.17)  -0.614
N (-0.35, -0.04, -1.80)  -0.560
H (-2.91, -0.60, 0.63)  0.284
H (0.12, 0.56, 3.49)  0.257
H (-0.03, 1.66, 2.14)  0.252
H (1.69, -0.09, 1.94)  0.229
H (0.41, -1.20, 1.74)  0.206
H (1.00, -1.28, -2.88)  0.224
H (1.46, 0.32, -2.84)  0.207
H (0.18, 0.09, -3.91)  0.246
H (1.61, 0.24, -0.41)  0.399
H (-1.20, 0.03, -2.24)  0.400

- M (g/mol) = 112.156
- LUMO (eV) = -3.974
- DFT total energy (eV) = -9806.735
- HOMO (eV) = -12.3
- energy relative to the best compared isomer or geometry (same formula, charge and spin) (eV) = 5.014
- charge = +1

***

Entry 4:
The following is a quantum chemistry calculation of a structure of composition C24H66AlF2N9O16S2, from the Open Molecules 2025 dataset.

Each line ends with the Löwdin spin population.
Geometry (Å):
Al (14.70, 4.16, 15.74)  0.000
N (19.80, -2.20, 14.37)  0.041
S (20.81, -3.24, 13.90)  -0.001
O (20.76, -4.61, 14.41)  0.013
O (22.07, -2.67, 13.45)  0.021
F (20.06, -3.55, 12.49)  0.000
S (20.23, -2.37, 15.97)  -0.001
O (21.51, -1.93, 16.44)  0.003
O (19.56, -3.43, 16.71)  0.006
F (19.30, -1.10, 16.37)  -0.001
N (13.82, 0.02, 14.90)  -0.045
O (13.08, -0.79, 15.45)  0.331
O (13.75, 1.19, 15.20)  0.302
O (14.62, -0.35, 14.05)  0.408
N (15.87, 0.70, 17.34)  0.000
O (15.60, 1.89, 17.45)  0.000
O (16.71, 0.41, 16.52)  0.000
O (15.52, -0.15, 18.14)  0.000
C (21.77, 1.38, 11.35)  0.093
C (20.76, 0.67, 12.30)  0.078
C (20.85, 1.42, 13.64)  0.014
O (19.82, 1.04, 14.62)  0.065
C (19.97, 1.87, 15.76)  0.006
N (19.46, 0.85, 11.64)  0.602
H (22.74, 1.22, 11.82)  0.017
H (21.56, 2.45, 11.28)  0.000
H (21.69, 0.95, 10.36)  -0.001
H (20.94, -0.39, 12.46)  -0.001
H (20.82, 2.49, 13.42)  0.001
H (21.80, 1.31, 14.17)  0.000
H (20.98, 1.87, 16.15)  0.003
H (19.28, 1.44, 16.49)  0.000
H (19.61, 2.87, 15.51)  0.002
H (19.35, 0.41, 10.73)  0.020
H (19.38, 1.79, 11.28)  0.016
C (19.58, 4.82, 17.99)  0.000
C (18.09, 4.38, 17.81)  0.000
C (17.17, 5.19, 18.75)  0.000
O (15.75, 4.85, 18.53)  0.000
C (14.89, 5.08, 19.66)  0.000
N (17.69, 4.57, 16.42)  0.001
H (20.07, 4.41, 18.87)  0.000
H (19.74, 5.89, 18.02)  0.000
H (20.16, 4.57, 17.09)  0.000
H (17.93, 3.33, 18.06)  0.000
H (17.44, 6.24, 18.66)  0.000
H (17.63, 4.87, 19.68)  0.000
H (13.87, 4.74, 19.47)  0.000
H (14.72, 6.13, 19.88)  0.000
H (15.37, 4.73, 20.58)  0.000
H (18.15, 5.45, 16.22)  0.000
H (18.35, 3.96, 15.96)  0.000
C (19.17, 1.45, 20.47)  0.000
C (18.52, 0.40, 21.37)  0.000
C (17.07, 0.62, 21.56)  0.000
O (16.53, -0.46, 22.14)  0.000
C (15.15, -0.32, 22.22)  0.000
N (18.64, -0.83, 20.71)  0.000
H (19.00, 2.50, 20.71)  0.000
H (18.85, 1.39, 19.44)  0.000
H (20.24, 1.22, 20.52)  0.000
H (18.86, 0.32, 22.40)  0.000
H (16.58, 0.78, 20.60)  0.000
H (17.01, 1.52, 22.18)  0.000
H (14.66, 0.65, 22.12)  0.000
H (14.77, -0.72, 23.16)  0.000
H (14.51, -0.90, 21.55)  0.000
H (18.02, -1.43, 21.24)  0.000
H (18.23, -0.71, 19.80)  0.000
C (17.10, -4.08, 18.92)  -0.006
C (15.62, -4.06, 18.58)  -0.118
C (14.72, -3.86, 19.86)  -0.093
O (14.85, -4.88, 20.85)  -0.086
C (15.36, -4.47, 22.10)  -0.007
N (15.27, -2.87, 17.78)  -0.598
H (17.50, -4.84, 19.58)  0.000
H (17.40, -3.16, 19.41)  0.000
H (17.48, -4.25, 17.91)  -0.004
H (15.19, -5.01, 18.26)  -0.019
H (13.63, -3.90, 19.77)  -0.002
H (14.93, -2.88, 20.28)  0.000
H (14.66, -3.81, 22.61)  -0.001
H (16.38, -4.11, 22.08)  -0.002
H (15.28, -5.38, 22.70)  -0.001
H (15.77, -2.06, 18.12)  -0.023
H (14.31, -2.68, 18.00)  -0.021
C (10.48, -2.29, 19.25)  0.000
C (11.56, -1.13, 19.07)  -0.001
C (12.10, -0.77, 20.47)  0.000
O (11.03, -0.21, 21.24)  0.000
C (11.26, 0.12, 22.64)  0.000
N (12.60, -1.64, 18.24)  -0.009
H (10.57, -2.85, 20.18)  0.000
H (10.60, -3.12, 18.56)  0.000
H (9.47, -1.91, 19.14)  0.000
H (11.04, -0.25, 18.70)  -0.001
H (12.80, 0.06, 20.38)  0.000
H (12.46, -1.73, 20.85)  0.000
H (10.25, 0.34, 22.99)  0.000
H (11.88, 1.01, 22.72)  0.000
H (11.71, -0.67, 23.24)  0.000
H (12.17, -1.49, 17.34)  -0.001
H (13.41, -1.04, 18.34)  0.000
C (9.71, 3.67, 15.21)  0.000
C (11.11, 3.94, 15.84)  0.000
C (11.31, 3.13, 17.10)  0.000
O (12.62, 3.24, 17.70)  0.001
C (12.92, 2.29, 18.77)  0.000
N (11.94, 3.50, 14.69)  0.000
H (9.53, 4.26, 14.31)  0.000
H (9.01, 4.02, 15.97)  0.000
H (9.60, 2.61, 15.02)  0.000
H (11.41, 4.96, 16.09)  0.000
H (11.17, 2.07, 16.88)  0.000
H (10.54, 3.35, 17.84)  0.000
H (12.97, 1.33, 18.24)  0.000
H (12.24, 2.27, 19.62)  0.000
H (13.89, 2.45, 19.25)  0.000
H (11.99, 2.50, 14.64)  -0.001
H (11.51, 3.74, 13.81)  0.000

- M (g/mol) = 865.951
- LUMO (spin up / spin down) (eV) = -6.278 / -7.671
- DFT total energy (eV) = -105802.112
- 2S+1 = 2
- HOMO (spin up / spin down) (eV) = -10.7 / -10.7
- charge = +1